Version a
Below is 2 unconnected molecules or ions with the total composition C3H7ClSi, with properties calculated with the ωB97M-V functional and the def2-TZVPD basis.

```
12
Properties=species:S:1:pos:R:3:nbo_charge:R:1
C 1.8263 0.0449 -1.0607 -0.426
C 0.9040 -0.6531 -0.4350 -0.156
C 0.6574 -0.5910 1.0076 -0.659
Si -3.4960 1.0123 0.9072 0.737
Cl -2.4279 0.1822 -0.6209 -0.444
H 1.8969 -0.0617 -2.1454 0.201
H 2.5083 0.7624 -0.5233 0.188
H 1.5368 -0.1093 1.3176 0.215
H 0.4300 -1.6714 1.3427 0.223
H -0.1476 0.1317 1.0308 0.222
H -4.0585 2.3435 0.1550 -0.289
H 0.3703 -1.3905 -0.9755 0.188
```

For the gap between HOMO and LUMO, the calculation gives 7.96 eV. For the HOMO energy, the calculation gives -9.0 eV. As for the multiplicity: 1. The LUMO energy comes out at -1.011 eV. The net charge is 0.


Version b
Below is C3H7ClSi in the gas phase, with properties calculated with the ωB97M-V functional and the def2-TZVPD basis.

```
12
Properties=species:S:1:pos:R:3:nbo_charge:R:1
C 0.7367 0.1230 -1.1653 -0.401
C 0.2079 -0.3874 0.1242 -0.678
C -0.6684 -0.4056 -1.0863 -0.174
Si -0.0418 0.6662 1.6467 0.910
Cl -1.1664 -2.0480 -1.7295 -0.068
H 0.8622 1.0996 -1.2941 0.209
H 1.5832 -0.5272 -1.6836 0.228
H 0.4615 -1.4957 0.3648 0.257
H -1.4552 0.2952 -1.0583 0.215
H -0.1005 2.0415 1.2129 -0.174
H 1.0123 0.4306 2.5179 -0.170
H -1.4314 0.2079 2.1504 -0.154
```

For the gap between HOMO and LUMO, the calculation gives 11.12 eV. For the HOMO energy, the calculation gives -10.1 eV. As for the structure (SMILES): [SiH3][C@@H]1C[C@H]1Cl. As for the multiplicity: 1. The LUMO energy comes out at 1.004 eV. The net charge is 0.


The energy of each structure relative to the most stable one, in kJ/mol, is as follows: version a 0.0; version b 7.4.


Version a
Below is 2 unconnected molecules or ions with the total composition C6H14Si, with properties calculated with the ωB97M-V functional and the def2-TZVPD basis.

```
21
Properties=species:S:1:pos:R:3:nbo_charge:R:1
C 0.5531 -1.6891 0.1256 -0.421
C 1.2796 -0.8073 -0.4483 -0.165
C 2.3075 1.4637 -0.3345 -0.616
C -3.1400 -0.6121 -0.8898 -1.169
C -1.4318 0.8215 1.1755 -1.219
C 2.3826 0.0042 0.1460 -0.441
Si -1.4745 0.4023 -0.6943 0.966
H -0.2749 -2.2045 -0.3470 0.196
H 0.4890 -2.0264 1.1980 0.198
H 1.0791 -0.8536 -1.5336 0.221
H 1.4778 1.5801 -0.9876 0.221
H 3.1874 1.6957 -0.8708 0.210
H 2.2554 2.2500 0.3487 0.216
H -3.9084 0.1863 -1.1307 0.241
H -3.0238 -1.1088 -1.7923 0.221
H -3.4735 -1.1844 -0.0639 0.222
H -1.5622 1.8371 1.4178 0.239
H -1.9827 0.1491 1.9287 0.224
H -0.2693 0.6569 1.4745 0.231
H 2.2774 -0.0399 1.3191 0.202
H 3.2524 -0.5206 -0.0412 0.223
```

For the gap between HOMO and LUMO, the calculation gives 8.03 eV. For the HOMO energy, the calculation gives -7.6 eV. As for the multiplicity: 1. The LUMO energy comes out at 0.458 eV. The net charge is 0.


Version b
Below is C6H14Si in the gas phase, with properties calculated with the ωB97M-V functional and the def2-TZVPD basis.

```
21
Properties=species:S:1:pos:R:3:nbo_charge:R:1
C 0.5228 -0.2424 0.6043 -0.589
C 1.6228 -0.2263 -0.0993 0.021
C 3.0077 -0.0115 0.3990 -0.633
C 1.7333 -0.5952 -1.5359 -0.651
C -2.9966 1.0923 1.1334 -0.599
C -2.3221 0.7350 -0.1845 -0.871
Si -1.2824 -0.7865 -0.1158 1.088
H 0.6276 -0.0134 1.6889 0.206
H 3.5060 -1.0265 0.2018 0.210
H 3.4952 0.6244 -0.2918 0.211
H 3.1424 0.3382 1.4432 0.217
H 2.7172 -0.9759 -1.6006 0.204
H 1.5747 0.2566 -2.0672 0.217
H 1.0577 -1.3943 -1.9352 0.221
H -3.6864 0.3350 1.3836 0.205
H -2.2693 1.0061 2.0714 0.201
H -3.4174 2.0991 1.1718 0.213
H -1.5087 1.4340 -0.3044 0.242
H -2.9164 0.7420 -1.1151 0.242
H -1.4501 -2.1368 0.6212 -0.158
H -1.1581 -1.2538 -1.4688 -0.197
```

For the gap between HOMO and LUMO, the calculation gives 10.17 eV. For the HOMO energy, the calculation gives -9.1 eV. As for the structure (SMILES): CC[SiH2]C=C(C)C. As for the multiplicity: 1. The LUMO energy comes out at 1.058 eV. The net charge is 0.


The energy of each structure relative to the most stable one, in kJ/mol, is as follows: version a 160.4; version b 0.0.


Version a
Below is a molecular structure, C3H8ClN, with properties calculated with the ωB97M-V functional and the def2-TZVPD basis.

```
13
Properties=species:S:1:pos:R:3:nbo_charge:R:1
C -0.1538 1.5482 -0.0120 -0.610
C -0.0939 -0.0077 -0.2468 -0.301
C 0.9463 -0.8505 0.0593 -0.287
H 0.1228 2.6514 -1.0270 0.315
H -1.7455 1.8957 0.5619 0.188
H 0.6433 1.6187 1.3204 0.229
H -0.2196 -0.0802 -1.4125 0.215
H -1.6696 -0.7523 0.9513 0.390
H -1.1620 -1.8231 -0.5488 0.403
H 0.8104 -1.6127 1.2372 0.232
H 1.0273 -1.7232 -0.8374 0.236
N -1.2037 -0.8476 -0.0215 -0.849
Cl 2.6982 -0.0166 -0.0241 -0.159
```

For the gap between HOMO and LUMO, the calculation gives 9.33 eV. For the HOMO energy, the calculation gives -9.2 eV. As for the multiplicity: 1. The LUMO energy comes out at 0.109 eV. The net charge is 0.


Version b
Below is a molecular structure, C3H8ClN, with properties calculated with the ωB97M-V functional and the def2-TZVPD basis.

```
13
Properties=species:S:1:pos:R:3:nbo_charge:R:1
C -1.5338 1.0225 0.0993 -0.213
C -0.1804 0.4093 -0.0540 -0.400
C 0.0432 -0.9979 0.5840 -0.354
H -1.9987 3.1826 0.4508 0.355
H -0.2103 2.5197 0.1465 0.350
H -2.4849 0.5059 -0.2678 0.208
H -1.7386 0.6857 1.2599 0.108
H 0.0524 0.5474 -1.1727 0.215
H 0.3329 1.2123 0.3093 0.177
H -0.6053 -1.6145 0.2022 0.194
H -0.0827 -0.8145 1.7377 0.226
N -1.2783 2.3360 -0.2031 -0.808
Cl 1.5123 -1.4811 -0.2953 -0.058
```

For the gap between HOMO and LUMO, the calculation gives 10.16 eV. For the HOMO energy, the calculation gives -9.3 eV. As for the multiplicity: 1. The LUMO energy comes out at 0.896 eV. The net charge is 0.


Version c
Below is 2 unconnected molecules or ions with the total composition C3H8ClN, with properties calculated with the ωB97M-V functional and the def2-TZVPD basis.

```
13
Properties=species:S:1:pos:R:3:nbo_charge:R:1
C -1.3127 1.2782 -0.3023 -0.661
C -1.1625 -0.1028 0.3576 -0.376
C 1.3221 -0.4785 0.4769 -0.011
N 1.6519 -1.4264 -0.4592 -0.827
Cl 2.1601 1.0926 0.3077 -0.052
H -2.2832 1.4998 0.0141 0.213
H -0.5117 1.8582 0.1628 0.217
H -1.1915 1.3407 -1.2987 0.202
H -1.1450 -0.1068 1.4424 0.182
H -1.4512 -0.9470 -0.2223 0.171
H 1.1476 -0.8296 1.4454 0.183
H 1.7129 -0.9670 -1.4078 0.375
H 1.0633 -2.2114 -0.5166 0.384
```

For the gap between HOMO and LUMO (alpha / beta), the calculation gives 8.40 / 8.06 eV. For the HOMO energy (alpha / beta), the calculation gives -7.4 / -7.0 eV. As for the multiplicity: 1. The LUMO energy (alpha / beta) comes out at 1.019 / 1.034 eV. The net charge is 0.


Version d
Below is a molecular structure, C3H8ClN, with properties calculated with the ωB97M-V functional and the def2-TZVPD basis.

```
13
Properties=species:S:1:pos:R:3:nbo_charge:R:1
C -1.5595 -0.4134 0.7088 -0.632
C 0.0069 -0.4937 0.4943 -0.350
C 0.6911 0.6528 0.8350 -0.246
H -2.0296 -0.1592 -0.3957 0.217
H -1.8753 -1.4352 0.9193 0.213
H -2.2012 0.2122 1.5822 0.234
H 0.2900 -1.4807 0.9983 0.227
H 1.8257 0.4970 1.3178 0.215
H 0.1981 1.1160 1.6773 0.202
H -0.2006 1.3961 -1.2611 0.368
H -0.6441 2.2916 0.4299 0.362
N 0.2234 1.8130 -0.0962 -0.866
Cl 0.4849 -0.8002 -0.9896 0.056
```

For the gap between HOMO and LUMO, the calculation gives 10.17 eV. For the HOMO energy, the calculation gives -9.3 eV. As for the multiplicity: 1. The LUMO energy comes out at 0.834 eV. The net charge is 0.


The energy of each structure relative to the most stable one, in kJ/mol, is as follows: version a 560.8; version b 10.2; version c 0.0; version d 98.4.


Version a
Below is C9H15O2P in the gas phase, with properties calculated with the ωB97M-V functional and the def2-TZVPD basis.

```
27
Properties=species:S:1:pos:R:3:nbo_charge:R:1
C -1.1628 0.0994 1.4064 -0.330
C -1.8869 -0.9991 1.5290 0.128
C 1.9228 -1.1975 2.1173 -0.370
C 1.8084 -0.3215 1.0381 -0.329
C -1.5243 1.2101 0.4313 -0.458
C -1.1386 0.7644 -1.0455 0.143
C -2.7249 -1.9725 1.6568 -0.513
C 2.2823 1.0902 1.0453 -0.665
C -2.1264 -0.3111 -1.5165 -0.662
O 2.1753 -1.0172 -1.4131 -1.017
O 0.2500 0.3954 -1.0627 -0.848
P 0.9380 -0.9838 -0.4207 1.351
H -0.1571 0.2013 1.9042 0.259
H 1.6114 -2.1866 1.9411 0.194
H 2.4639 -1.0210 2.9483 0.187
H -2.5660 1.3749 0.5863 0.222
H -0.8548 2.0345 0.5717 0.218
H -1.1087 1.6465 -1.8463 0.196
H -3.6452 -2.1734 2.1268 0.232
H -2.2558 -2.8875 1.2322 0.221
H 1.9734 -0.9290 -2.3461 0.509
H 2.8175 1.0668 0.1246 0.239
H 1.4020 1.7696 0.9756 0.215
H 2.7995 1.3292 1.9422 0.216
H -1.8932 -0.4865 -2.5923 0.209
H -3.0404 0.2949 -1.4816 0.214
H -2.1798 -1.2921 -1.0265 0.238
```

For the gap between HOMO and LUMO, the calculation gives 9.03 eV. For the HOMO energy, the calculation gives -8.2 eV. As for the structure (SMILES): C=C=CC[C@H](C)OP(O)C(=C)C. As for the multiplicity: 1. The LUMO energy comes out at 0.812 eV. The net charge is 0.


Version b
Below is C9H15O2P in the gas phase, with properties calculated with the ωB97M-V functional and the def2-TZVPD basis.

```
27
Properties=species:S:1:pos:R:3:nbo_charge:R:1
C 1.5308 -1.0030 0.0081 -0.235
C 0.5240 -0.9700 -0.8419 -0.235
C 0.3040 2.0984 -1.5512 -0.359
C -0.7884 1.6697 -0.9467 -0.396
C 1.6478 -0.0925 1.1756 -0.481
C 0.4094 -0.2129 2.1285 0.155
C 0.1279 -1.9038 -1.9586 -0.655
C -2.1638 2.3546 -1.1989 -0.623
C 0.1496 -1.5934 2.6410 -0.639
O -2.2658 -0.4794 -0.4363 -1.097
O -0.7892 0.2933 1.3913 -0.831
P -0.9947 0.0909 -0.1703 2.147
H 2.3616 -1.6587 -0.2177 0.198
H 1.2736 1.6264 -1.4348 0.200
H 0.3194 3.0796 -2.0785 0.197
H 2.4659 -0.5765 1.6946 0.223
H 1.9302 1.0364 1.0331 0.238
H 0.5649 0.5225 2.8376 0.183
H -0.6188 -2.6202 -1.7115 0.242
H 1.0937 -2.3916 -2.2468 0.210
H -0.2347 -1.1433 -2.6270 0.229
H -2.6639 1.5968 -1.7450 0.241
H -2.4801 2.4189 -0.2290 0.215
H -2.0170 3.3221 -1.6628 0.209
H 0.3305 -2.0828 1.7600 0.217
H -0.8596 -1.7381 3.0074 0.234
H 0.8429 -1.6435 3.3799 0.212
```

For the gap between HOMO and LUMO, the calculation gives 10.38 eV. For the HOMO energy, the calculation gives -9.6 eV. As for the structure (SMILES): C=C(C)[P@]1(=O)O[C@@H](C)CC=C1C. As for the multiplicity: 1. The LUMO energy comes out at 0.815 eV. The net charge is 0.


The energy of each structure relative to the most stable one, in kJ/mol, is as follows: version a 183.5; version b 0.0.